Arrangement P

Here is 3 unconnected molecules or ions with the total composition C4H13N3S from the OMol25 dataset. Energies are from ωB97M-V/def2-TZVPD.

Gap between HOMO and LUMO: 8.2 eV
E_HOMO: -8.93 eV
Total charge: 0
LUMO: -0.71 eV

Atoms and positions in Å:
1 C -2.46 1.58 -0.09
2 N -1.35 0.90 0.60
3 C -1.67 -0.01 1.44
4 N -0.73 -0.83 2.04
5 H -3.35 0.95 -0.20
6 H -2.11 1.92 -1.08
7 H -2.74 2.47 0.47
8 H -1.18 -0.61 -1.09
9 H -2.72 -0.18 1.73
10 H 0.01 -1.10 1.42
11 H -1.14 -1.63 2.50
12 C 1.92 0.28 -0.45
13 C 1.41 -0.50 -1.66
14 S 0.37 -1.92 -1.15
15 N 2.89 -0.47 0.37
16 H 1.09 0.56 0.20
17 H 2.41 1.22 -0.79
18 H 2.25 -0.85 -2.26
19 H 0.83 0.21 -2.32
20 H 3.77 -0.57 -0.13
21 H 2.51 -1.41 0.45

Arrangement Q

Here is 2 unconnected molecules or ions with the total composition C4H13N3S from the OMol25 dataset. Energies are from ωB97M-V/def2-TZVPD.

Gap between HOMO and LUMO: 7.4 eV
E_HOMO: -6.62 eV
Total charge: 0
LUMO: 0.77 eV

Atoms and positions in Å:
1 C 0.51 -0.85 1.97
2 C 0.89 -1.96 1.00
3 S 0.96 -1.37 -0.73
4 N -0.73 -0.15 1.49
5 H 1.32 -0.12 2.07
6 H 0.30 -1.25 2.98
7 H 0.16 -2.78 1.06
8 H 1.87 -2.33 1.26
9 H -1.57 -0.52 1.94
10 H -0.74 -0.53 0.53
11 C -1.01 0.40 -2.58
12 N 0.52 1.98 0.37
13 C 0.33 1.53 -0.88
14 N -0.85 1.16 -1.32
15 H -1.41 -0.60 -2.33
16 H 0.00 0.26 -3.00
17 H -1.68 0.96 -3.26
18 H 0.01 1.34 1.08
19 H 1.47 2.23 0.56
20 H 1.19 1.51 -1.57
21 H -1.54 1.07 -0.63

arrangement Q has the most favorable energy; the next structure is 37.7 kcal/mol above.

Arrangement P

Here is a single C22H30N4O5S molecule from the OMol25 dataset. Energies are from ωB97M-V/def2-TZVPD.

SMILES: Cc1cc(C)c(S(=O)(=O)N2CCN(C(=O)CN3C(=O)NC4(CCCC4)C3=O)CC2)c(C)c1
Gap between HOMO and LUMO: 9.5 eV
E_HOMO: -8.96 eV
Total charge: 0
LUMO: 0.51 eV

Atoms and positions in Å:
1 C 2.40 2.11 6.36
2 C 1.73 2.06 5.02
3 C 1.84 3.12 4.13
4 C 1.20 3.10 2.90
5 C 1.36 4.27 1.98
6 C 0.44 1.98 2.55
7 S -0.36 2.01 0.94
8 O -1.10 3.23 0.78
9 O -1.09 0.79 0.69
10 N 1.00 2.12 -0.06
11 C 0.75 2.69 -1.38
12 C 0.05 1.68 -2.28
13 N 0.79 0.42 -2.34
14 C 0.90 -0.21 -3.53
15 O 0.77 0.37 -4.59
16 C 1.18 -1.71 -3.49
17 N 0.27 -2.40 -2.60
18 C 0.70 -3.34 -1.66
19 O 1.85 -3.66 -1.48
20 N -0.40 -3.75 -1.00
21 C -1.61 -3.07 -1.41
22 C -2.70 -4.02 -1.96
23 C -3.80 -4.03 -0.90
24 C -3.77 -2.59 -0.38
25 C -2.28 -2.29 -0.26
26 C -1.08 -2.16 -2.51
27 O -1.71 -1.38 -3.17
28 C 1.09 -0.16 -1.05
29 C 1.76 0.89 -0.14
30 C 0.31 0.90 3.43
31 C -0.49 -0.32 3.11
32 C 0.97 0.96 4.65
33 H 3.34 2.66 6.30
34 H 2.59 1.11 6.74
35 H 1.76 2.63 7.07
36 H 2.43 3.98 4.41
37 H 0.40 4.57 1.59
38 H 1.83 5.10 2.50
39 H 1.99 3.99 1.13
40 H 0.12 3.56 -1.23
41 H 1.71 2.99 -1.80
42 H -0.03 2.05 -3.30
43 H -0.95 1.47 -1.88
44 H 2.19 -1.94 -3.16
45 H 1.05 -2.08 -4.52
46 H -0.37 -4.42 -0.26
47 H -2.29 -5.01 -2.16
48 H -3.09 -3.61 -2.89
49 H -4.77 -4.31 -1.31
50 H -3.55 -4.72 -0.09
51 H -4.29 -2.47 0.56
52 H -4.22 -1.93 -1.12
53 H -2.07 -1.23 -0.29
54 H -1.89 -2.68 0.69
55 H 1.77 -1.00 -1.15
56 H 0.16 -0.49 -0.56
57 H 1.86 0.49 0.87
58 H 2.75 1.14 -0.53
59 H -0.06 -0.85 2.26
60 H -1.51 -0.06 2.83
61 H -0.51 -0.99 3.97
62 H 0.87 0.13 5.33

Arrangement Q

Here is a single C22H30N4O5S molecule from the OMol25 dataset. Energies are from ωB97M-V/def2-TZVPD.

SMILES: CCOC(=O)c1c(S(=O)(=O)N2CCC[C@@H](C(=O)Nc3ccc(C)cn3)C2)c(C)n(C)c1C
Gap between HOMO and LUMO: 8.9 eV
E_HOMO: -8.37 eV
Total charge: 0
LUMO: 0.55 eV

Atoms and positions in Å:
1 C 7.08 1.75 0.22
2 C 6.04 1.51 1.31
3 O 5.25 0.35 1.03
4 C 4.21 0.52 0.20
5 O 3.95 1.56 -0.35
6 C 3.45 -0.73 0.03
7 C 2.04 -0.85 0.18
8 S 0.99 0.43 0.79
9 O 1.78 1.30 1.62
10 O -0.16 -0.19 1.40
11 N 0.50 1.21 -0.62
12 C 1.00 2.55 -0.82
13 C 0.22 3.58 0.01
14 C -1.28 3.46 -0.26
15 C -1.72 2.03 0.01
16 C -3.20 1.81 -0.26
17 O -3.88 2.54 -0.95
18 N -3.66 0.68 0.36
19 C -4.93 0.12 0.32
20 C -6.02 0.70 -0.33
21 C -7.23 0.04 -0.28
22 C -7.34 -1.17 0.40
23 C -8.64 -1.91 0.48
24 C -6.19 -1.65 1.01
25 N -5.02 -1.03 0.98
26 C -0.91 1.08 -0.89
27 C 1.71 -2.15 -0.09
28 C 0.38 -2.82 -0.04
29 N 2.85 -2.82 -0.44
30 C 2.93 -4.20 -0.80
31 C 3.92 -1.97 -0.34
32 C 5.31 -2.40 -0.65
33 H 7.72 0.88 0.11
34 H 7.69 2.61 0.49
35 H 6.58 1.95 -0.72
36 H 6.51 1.30 2.27
37 H 5.37 2.37 1.40
38 H 2.05 2.55 -0.54
39 H 0.92 2.78 -1.89
40 H 0.58 4.58 -0.24
41 H 0.43 3.39 1.06
42 H -1.83 4.15 0.38
43 H -1.50 3.72 -1.30
44 H -1.50 1.76 1.05
45 H -3.01 0.14 0.91
46 H -5.91 1.63 -0.86
47 H -8.10 0.46 -0.78
48 H -8.54 -2.82 1.05
49 H -9.40 -1.29 0.95
50 H -9.00 -2.16 -0.52
51 H -6.20 -2.58 1.56
52 H -1.19 0.04 -0.73
53 H -1.08 1.34 -1.95
54 H -0.31 -2.16 0.49
55 H 0.44 -3.76 0.49
56 H -0.01 -3.00 -1.05
57 H 3.75 -4.36 -1.50
58 H 2.00 -4.51 -1.28
59 H 3.09 -4.83 0.08
60 H 5.99 -1.59 -0.40
61 H 5.59 -3.27 -0.05
62 H 5.43 -2.65 -1.70

arrangement P has the most favorable energy; the next structure is 17.4 kcal/mol above.

Arrangement P

Here is 3 unconnected molecules or ions with the total composition C4H12NO from the OMol25 dataset. Energies are from ωB97M-V/def2-TZVPD.

⟨S²⟩: 1.531
Gap between HOMO and LUMO (alpha / beta): 5.2 / 5.3 eV
E_HOMO (alpha / beta): -19.03 / -19.24 eV
Multiplicity: 2
Total charge: +2
LUMO (alpha / beta): -13.86 / -13.97 eV

Atoms and positions in Å:
1 C -2.46 -0.28 1.43
2 C -1.15 -0.51 0.65
3 C -0.53 0.64 -0.35
4 C -1.33 -0.57 -0.83
5 O 1.58 -0.63 -1.12
6 N 2.96 1.23 0.31
7 H -2.40 -0.11 2.56
8 H -2.92 0.66 1.20
9 H -3.17 -1.09 1.00
10 H -0.31 -1.07 1.11
11 H 0.52 0.65 -0.74
12 H -1.14 1.54 -0.57
13 H -0.80 -1.52 -1.08
14 H -2.25 -0.38 -1.40
15 H 2.19 -1.01 -1.73
16 H 3.26 0.92 1.24
17 H 2.68 0.34 -0.20
18 H 3.79 1.80 -0.02

Arrangement Q

Here is a gas-phase ion, C4H12NO (charge +2) from the OMol25 dataset. Energies are from ωB97M-V/def2-TZVPD.

⟨S²⟩: 0.755
Gap between HOMO and LUMO (alpha / beta): 13.8 / 6.5 eV
E_HOMO (alpha / beta): -21.88 / -21.92 eV
Multiplicity: 2
Total charge: +2
LUMO (alpha / beta): -8.06 / -15.37 eV

Atoms and positions in Å:
1 O -0.48 0.92 -1.78
2 C -1.17 1.00 -0.57
3 C -0.32 0.39 0.59
4 N -0.05 -1.16 -0.05
5 C 0.79 -1.97 0.85
6 C 1.04 0.96 0.92
7 H 0.24 1.59 -1.84
8 H -2.09 0.40 -0.68
9 H -1.50 2.07 -0.50
10 H -0.90 0.23 1.51
11 H -0.99 -1.54 0.04
12 H 0.28 -1.02 -1.01
13 H 1.74 -2.33 0.48
14 H 0.29 -2.89 1.18
15 H 1.10 -1.41 1.74
16 H 0.81 2.00 1.28
17 H 1.53 0.64 1.83
18 H 1.61 1.17 0.02

arrangement Q has the most favorable energy; the next structure is 149.3 kcal/mol above.

Arrangement P

Here is 2 unconnected molecules or ions with the total composition C3H6NO3 from the OMol25 dataset. Energies are from ωB97M-V/def2-TZVPD.

⟨S²⟩: 0.761
Gap between HOMO and LUMO (alpha / beta): 10.6 / 7.9 eV
E_HOMO (alpha / beta): -10.24 / -10.27 eV
Multiplicity: 2
Total charge: 0
LUMO (alpha / beta): 0.33 / -2.36 eV

Atoms and positions in Å:
1 H -0.14 2.19 -2.24
2 C 0.44 1.42 -2.83
3 H 1.48 1.23 -2.48
4 C 0.06 -1.24 1.39
5 H 0.86 -1.90 1.00
6 C 0.37 0.10 1.86
7 N -1.06 -1.27 0.61
8 O -1.94 -0.36 0.78
9 O -1.22 -2.22 -0.16
10 O -0.03 0.76 -3.72
11 H 1.32 0.38 1.37
12 H -0.55 0.62 1.49
13 H 0.42 0.29 2.92

Arrangement Q

Here is 3 unconnected molecules or ions with the total composition C3H6NO3 from the OMol25 dataset. Energies are from ωB97M-V/def2-TZVPD.

⟨S²⟩: 0.754
Gap between HOMO and LUMO (alpha / beta): 7.9 / 10.3 eV
E_HOMO (alpha / beta): -7.73 / -10.18 eV
Multiplicity: 2
Total charge: 0
LUMO (alpha / beta): 0.21 / 0.17 eV

Atoms and positions in Å:
1 H 2.50 -0.30 -0.38
2 C 2.22 -1.11 0.35
3 H 1.67 -0.79 1.35
4 C -0.78 0.03 0.10
5 H -0.64 -0.76 0.85
6 C -0.42 1.35 0.61
7 O -0.65 -0.34 -1.10
8 N -2.70 -0.36 -1.61
9 O -2.38 -0.59 -2.70
10 O 2.19 -2.33 0.26
11 H -0.02 1.35 1.66
12 H 0.34 1.87 -0.04
13 H -1.33 2.01 0.62

arrangement Q has the most favorable energy; the next structure is 9.8 kcal/mol above.

Arrangement P

Here is a single C5H12N2O2 molecule from the OMol25 dataset. Energies are from ωB97M-V/def2-TZVPD.

⟨S²⟩: 2.009
Gap between HOMO and LUMO (alpha / beta): 8.0 / 8.0 eV
E_HOMO (alpha / beta): -7.11 / -9.09 eV
Multiplicity: 3
Total charge: 0
LUMO (alpha / beta): 0.94 / -1.12 eV

Atoms and positions in Å:
1 C 0.37 -0.30 0.24
2 C 0.93 -1.52 -0.66
3 C 1.34 -0.13 1.41
4 C 0.94 1.90 -0.36
5 C -2.60 -0.38 -0.73
6 N 0.16 0.78 -0.62
7 N -1.86 0.05 0.39
8 O -0.91 -0.79 0.83
9 O -1.44 1.29 0.36
10 H 0.29 -1.62 -1.48
11 H 0.88 -2.48 -0.17
12 H 1.93 -1.28 -0.71
13 H 2.43 -0.03 1.27
14 H 0.98 -0.99 2.00
15 H 1.18 0.80 2.01
16 H 0.78 2.56 -1.18
17 H 0.79 2.36 0.73
18 H 1.94 1.40 -0.31
19 H -3.05 0.48 -1.21
20 H -1.77 -0.83 -1.34
21 H -3.31 -1.26 -0.47

Arrangement Q

Here is 2 unconnected molecules or ions with the total composition C5H12N2O2 from the OMol25 dataset. Energies are from ωB97M-V/def2-TZVPD.

⟨S²⟩: 2.018
Gap between HOMO and LUMO (alpha / beta): 4.5 / 5.9 eV
E_HOMO (alpha / beta): -4.35 / -8.93 eV
Multiplicity: 3
Total charge: 0
LUMO (alpha / beta): 0.19 / -3.02 eV

Atoms and positions in Å:
1 C 1.93 0.39 0.57
2 C 0.67 -1.72 0.50
3 C 0.94 -0.61 -1.68
4 C -1.21 1.94 0.69
5 C 1.20 -0.71 -0.16
6 N -0.97 0.60 0.15
7 N -2.04 -0.04 -0.03
8 O -3.16 0.41 -0.04
9 O -2.03 -1.39 -0.35
10 H 3.00 0.37 0.47
11 H 1.62 1.43 0.18
12 H 1.67 0.38 1.63
13 H 0.83 -1.87 1.51
14 H 0.03 -2.40 0.02
15 H -1.42 -1.76 0.30
16 H 0.62 -1.48 -2.26
17 H 0.33 0.33 -1.72
18 H 1.86 -0.41 -2.22
19 H -1.76 1.80 1.67
20 H -0.25 2.38 0.82
21 H -1.86 2.37 -0.07

arrangement P has the most favorable energy; the next structure is 48.5 kcal/mol above.

Arrangement P

Here is a molecular structure, C2H2I2S from the OMol25 dataset. Energies are from ωB97M-V/def2-TZVPD.

Gap between HOMO and LUMO: 8.7 eV
E_HOMO: -9.03 eV
Total charge: 0
LUMO: -0.29 eV

Atoms and positions in Å:
1 C -1.44 0.70 1.68
2 C 0.47 -0.53 -0.94
3 S -2.04 1.34 2.93
4 I 1.94 0.41 -2.28
5 I 1.26 -0.80 0.96
6 H -0.38 0.24 -0.76
7 H 0.20 -1.37 -1.59

Arrangement Q

Here is 2 unconnected molecules or ions with the total composition C2H2I2S from the OMol25 dataset. Energies are from ωB97M-V/def2-TZVPD.

Gap between HOMO and LUMO (alpha / beta): 8.1 / 5.1 eV
E_HOMO (alpha / beta): -9.67 / -8.15 eV
Total charge: 0
LUMO (alpha / beta): -1.54 / -3.07 eV

Atoms and positions in Å:
1 C 0.17 -0.75 1.11
2 C -0.57 -0.47 -0.10
3 S -1.03 -1.97 0.97
4 I -0.69 2.51 1.41
5 I 0.53 -1.05 -1.97
6 H 1.07 -0.52 1.74
7 H -1.15 0.31 -0.28

arrangement P has the most favorable energy; the next structure is 16.4 kcal/mol above.